No. 1
# C16H20F3HgN4OSe

C16H20F3HgN4OSe as an isolated structure (wB97M-V/def2-TZVPD, OMol25).

The geometry in XYZ format:
```
46
C16H20F3HgN4OSe (wB97M-V/def2-TZVPD)
Hg -0.07547 1.17010 1.29961
F -5.58952 4.89872 -2.67429
C -5.51479 3.55538 -2.74709
F -6.73306 3.07717 -2.42872
F -5.28138 3.23695 -4.02965
C -4.45946 3.01785 -1.82115
C -3.26797 2.50967 -2.30741
C -2.34830 2.02602 -1.38728
N -2.56418 2.03200 -0.07821
C -3.70619 2.53580 0.37825
C -4.68845 3.04728 -0.45323
H -3.06112 2.49819 -3.36765
H -1.39989 1.61624 -1.71519
H -3.83771 2.52385 1.45399
H -5.60676 3.45596 -0.05495
Se 1.44583 1.88674 -1.23484
C 3.19556 1.97208 -0.51734
C 4.28078 1.90234 -1.39023
C 5.56147 1.95478 -0.86600
N 5.82762 2.06869 0.43099
C 4.78828 2.14330 1.25813
C 3.46752 2.09851 0.84246
H 4.11979 1.78899 -2.45411
H 6.42405 1.87214 -1.51923
H 5.03578 2.22840 2.31102
H 2.66850 2.14229 1.56960
C -0.17452 -4.90208 1.36615
N -0.47142 -3.48863 1.52687
C -1.84808 -3.18320 1.88683
C 0.17682 -2.51894 0.79718
O -0.41709 -1.51786 0.40001
N 1.51105 -2.74202 0.53052
C 2.39383 -3.27939 1.55578
C 2.16341 -1.75586 -0.31911
H -1.04742 -5.41465 0.95298
H 0.07103 -5.36722 2.32418
H 0.65462 -5.04209 0.67714
H -2.17551 -3.88677 2.65099
H -2.51588 -3.24330 1.02221
H -1.89702 -2.17210 2.28194
H 1.83254 -3.81570 2.31448
H 2.93294 -2.46247 2.04844
H 3.12631 -3.94898 1.10183
H 1.46609 -1.40023 -1.06956
H 3.02068 -2.22293 -0.80589
H 2.51668 -0.89502 0.25958
```

Results
Highest occupied orbital energy (spin up / spin down) = -7.83 / -7.94 eV
E = -3770.4013 Ha
Charge = 0
2S+1 = 2

natural (NBO) population analysis, charges in e, atoms 1 to 6: 0.36, -0.32, 0.97, -0.32, -0.32, -0.10

No. 2
# C20H17BrN2O3S2

One molecule with the formula C20H17BrN2O3S2 (wB97M-V/def2-TZVPD, OMol25).

The geometry in XYZ format:
```
45
C20H17BrN2O3S2 (wB97M-V/def2-TZVPD)
C -7.25347 -2.65375 0.92108
C -5.96187 -2.40783 0.82498
C -5.28023 -2.02129 -0.45421
N -4.63234 -0.72662 -0.32190
C -5.33116 0.43036 -0.43752
S -6.91795 0.55375 -0.78949
S -4.26342 1.79434 -0.17104
C -2.86521 0.74787 0.10214
C -1.67945 1.34488 0.38564
C -0.35993 0.85730 0.67183
C 0.62546 1.82877 0.93025
C 1.93290 1.49620 1.22439
C 2.30881 0.13334 1.24237
C 1.31675 -0.81400 0.99289
C 0.00820 -0.48952 0.71690
H -0.71127 -1.26675 0.52281
Br 1.85667 -2.62578 1.01153
O 3.53870 -0.32894 1.56520
C 4.65837 0.19987 0.86979
C 4.52857 -0.10997 -0.60098
N 3.43577 0.36733 -1.18232
C 3.21062 0.08058 -2.45117
C 4.07057 -0.69003 -3.21718
C 5.21757 -1.18297 -2.61480
C 5.45199 -0.89526 -1.28031
H 6.32549 -1.27435 -0.77335
H 5.91344 -1.79213 -3.17283
H 3.84638 -0.90162 -4.25063
H 2.29719 0.48944 -2.86331
H 4.73539 1.28136 1.02418
H 5.52324 -0.30286 1.30553
O 2.90666 2.39951 1.51998
C 2.60193 3.77254 1.44781
H 2.28014 4.05795 0.44191
H 3.52883 4.28979 1.69071
H 1.83367 4.05191 2.17522
H 0.33357 2.86666 0.90731
H -1.74154 2.42869 0.40410
C -3.27955 -0.65154 -0.03273
O -2.59758 -1.64846 0.06872
H -4.48506 -2.73637 -0.68853
H -5.99910 -1.96684 -1.27456
H -5.31108 -2.46596 1.68735
H -7.70986 -2.93232 1.85501
H -7.90680 -2.58725 0.06723
```

Results
Highest occupied orbital energy = -7.84 eV
E = -4477.9124 Ha
Charge = 0

natural (NBO) population analysis, charges in e, atoms 1 to 6: -0.36, -0.20, -0.27, -0.45, -0.09, -0.07

No. 3
# C3H14N4

A 3-piece molecular cluster, C3H14N4 overall (wB97M-V/def2-TZVPD, OMol25).

The geometry in XYZ format:
```
21
C3H14N4 (wB97M-V/def2-TZVPD)
C 2.27498 -0.78050 0.21303
N 1.90650 0.60681 0.39366
N 2.22790 -1.55422 1.46279
H 2.45723 1.01752 1.13961
H 0.92270 0.67274 0.64512
H 1.26629 -1.65773 1.77252
H 2.61844 -2.48243 1.33506
H 3.30081 -0.83024 -0.16303
H 1.61962 -1.18585 -0.57136
C -1.75064 1.68673 0.05038
C -2.20482 -0.65887 -0.02437
N -1.23490 0.40759 0.11347
N -0.55046 0.65115 -1.74377
H 0.42471 0.82410 -1.47549
H -0.49641 0.07330 -2.59878
H -1.29479 1.83472 -1.11924
H -2.83345 1.80338 -0.06036
H -2.70228 -0.77539 0.94604
H -1.27401 2.38781 0.73121
H -1.70057 -1.59131 -0.27180
H -2.97684 -0.44930 -0.77469
```

Results
Highest occupied orbital energy (spin up / spin down) = -9.06 / -9.07 eV
E = -341.5487 Ha
Charge = 0

natural (NBO) population analysis, charges in e, atoms 1 to 6: -0.05, -0.86, -0.86, 0.36, 0.38, 0.35

No. 4
# C35H28N8O7STl

C35H28N8O7STl as an isolated structure (wB97M-V/def2-TZVPD, OMol25).

The geometry in XYZ format:
```
80
C35H28N8O7STl (wB97M-V/def2-TZVPD)
Tl 1.55114 -1.44257 -0.16551
O 4.22154 2.09372 -2.42969
C 3.37875 1.45463 -1.78793
O 2.58540 0.56446 -2.20812
C 3.22144 1.80770 -0.30798
C 3.39835 3.11513 0.11751
C 3.22418 3.40584 1.46447
C 2.92570 2.38120 2.34703
C 2.79145 1.09204 1.84764
N 2.90513 0.82720 0.54442
C 2.51544 -0.09249 2.78654
O 2.20835 0.20494 3.95382
O 2.61687 -1.23496 2.26689
H 3.67262 3.87277 -0.60391
H 3.34070 4.42294 1.82239
H 2.78936 2.54023 3.40805
O -2.54305 -0.60000 6.53752
N -1.83646 -1.58735 6.53683
O -1.65185 -2.29309 7.50781
C -1.18836 -1.98050 5.25507
C -0.87765 -3.27707 5.14263
C -0.34451 -3.78893 3.92009
C -0.00070 -5.14097 3.76547
C 0.49232 -5.57065 2.56598
C 0.62225 -4.63277 1.52637
N 0.30231 -3.36700 1.64972
C -0.17162 -2.93479 2.83091
C -0.49604 -1.52296 2.96927
N -0.28236 -0.73655 1.89574
C -0.47175 0.55908 2.02338
C -0.86180 1.15930 3.22770
C -1.11403 0.37227 4.31002
C -0.96508 -1.02400 4.19297
H -1.05180 -3.93846 5.98024
H -0.13074 -5.82246 4.59922
H 0.77742 -6.60276 2.40932
H 0.99883 -4.93520 0.55238
H -0.29008 1.14642 1.12941
H -0.93563 2.23755 3.29432
H -1.40394 0.81306 5.24917
N 1.87629 -1.66086 -3.71993
C 1.70740 -2.93546 -4.06773
N 2.54840 -3.40965 -5.04225
N 0.82789 -3.77589 -3.60126
C 0.07230 -3.55479 -2.52936
N -0.65170 -3.52025 -1.62264
H 2.68375 -1.14217 -4.02161
H 1.37520 -1.19819 -2.97819
H 2.95214 -2.74475 -5.67816
H 2.26676 -4.29099 -5.43518
O -0.16025 0.77130 -1.06383
S 0.00738 1.15819 -2.51148
C 0.47279 2.90852 -2.63943
C -0.34158 3.92709 -1.88727
C -0.67748 3.76630 -0.54161
C -1.36597 4.76396 0.13563
C -1.71479 5.94503 -0.51104
C -1.38069 6.11325 -1.84737
C -0.70495 5.10747 -2.52768
C -1.71813 1.37940 -3.06799
C -2.42399 0.06149 -2.91767
C -3.15472 -0.21770 -1.76771
C -3.71869 -1.47219 -1.57635
C -3.55494 -2.46425 -2.53299
C -2.82623 -2.19602 -3.68417
C -2.26084 -0.94279 -3.87101
H 0.45500 3.09373 -3.71701
H 1.51498 2.95014 -2.31963
H -0.39995 2.84851 -0.03903
H -1.62437 4.61954 1.17816
H -2.23789 6.72874 0.02381
H -1.63682 7.03184 -2.36101
H -0.44628 5.24788 -3.57231
H -1.65511 1.69066 -4.11514
H -2.17084 2.16104 -2.45846
H -3.26279 0.55102 -1.01040
H -4.27122 -1.68083 -0.66820
H -3.97198 -3.45105 -2.37257
H -2.67671 -2.97189 -4.42553
H -1.67345 -0.74029 -4.76158
```

Results
Highest occupied orbital energy = -5.41 eV
E = -2886.0556 Ha
Charge = -1

natural (NBO) population analysis, charges in e, atoms 1 to 6: 0.80, -0.72, 0.75, -0.83, 0.10, -0.24

No. 5
# C23H53N6O8S

A 7-piece molecular cluster, C23H53N6O8S overall (wB97M-V/def2-TZVPD, OMol25).

The geometry in XYZ format:
```
91
C23H53N6O8S (wB97M-V/def2-TZVPD)
C -0.50613 -2.91017 -5.02720
C -1.53723 -2.69133 -6.31128
O -2.79093 -2.25446 -6.01692
O -1.08888 -2.90797 -7.69527
C -0.52118 -1.64473 -8.27388
C 0.96308 -1.31813 -7.67837
C 1.15378 0.13812 -6.96748
S -0.31036 0.80453 -6.02775
H -1.05267 -3.12251 -4.01445
H 0.18091 -3.82273 -5.31723
H 0.21584 -1.97416 -4.88889
H -1.29956 -0.77518 -8.22351
H -0.38861 -1.89383 -9.43514
H 1.71737 -1.33547 -8.60474
H 1.35636 -2.19467 -6.97121
H 2.05484 0.05270 -6.19165
H 1.49032 0.93489 -7.77336
H -1.16398 1.60046 -6.80769
H -0.99244 -0.16398 -5.27822
C -1.33060 -1.32817 -1.60598
O -0.35002 -1.77683 -1.02514
N -1.63756 0.00897 -1.74002
C -2.81975 0.46124 -2.44385
C -0.75018 0.99470 -1.15871
H -2.06970 -1.99157 -2.08379
H -2.51279 1.09768 -3.27880
H -3.44384 1.03679 -1.75412
H -3.39668 -0.38359 -2.82985
H 0.24530 0.88046 -1.59824
H -0.68129 0.81982 -0.08081
H -1.12125 2.00602 -1.34499
C -1.41950 -2.10952 2.84650
O -1.81982 -1.75193 3.94744
N -1.17446 -3.41269 2.46985
C -0.70073 -3.75558 1.14490
C -1.39743 -4.47445 3.42900
H -1.21798 -1.38207 2.04345
H -1.42720 -4.42173 0.67064
H 0.26197 -4.26710 1.23457
H -0.57612 -2.86225 0.52682
H -2.44535 -4.45581 3.74322
H -0.76424 -4.30190 4.30449
H -1.16180 -5.44746 2.98981
C 3.96857 -2.50753 -4.87308
O 2.99354 -2.09612 -5.48973
N 5.24786 -2.00390 -4.97262
C 6.35122 -2.54674 -4.20748
C 5.49832 -0.89611 -5.87101
H 3.88825 -3.34693 -4.16341
H 6.76793 -1.75578 -3.57726
H 7.11827 -2.90693 -4.89914
H 6.02236 -3.37477 -3.57360
H 4.87537 -0.04772 -5.57206
H 5.22399 -1.19337 -6.88765
H 6.55229 -0.60705 -5.84332
C -5.69841 -2.54969 7.67438
O -6.85972 -2.58679 8.06191
N -5.20290 -1.69203 6.71571
C -3.81257 -1.70995 6.31054
C -6.10042 -0.74171 6.09252
H -4.93352 -3.22981 8.08311
H -3.37316 -0.72828 6.50973
H -3.75876 -1.92535 5.23947
H -3.25159 -2.47203 6.85838
H -6.52789 -0.09620 6.86571
H -6.91168 -1.28759 5.60153
H -5.56810 -0.13268 5.35708
C 0.67485 3.20438 1.24999
O 0.74423 3.59898 0.09254
N -0.15326 3.72247 2.22260
C -0.17721 3.19920 3.57283
C -1.02824 4.82583 1.88490
H 1.29744 2.36996 1.61164
H -1.18680 2.84257 3.79637
H 0.09103 4.00024 4.26770
H 0.52913 2.37256 3.68836
H -1.69313 4.51694 1.07266
H -0.42137 5.66910 1.54170
H -1.62160 5.12763 2.75208
C 1.61712 5.43614 6.46212
O 0.62779 5.19056 5.78306
N 2.92476 5.29360 6.04992
C 4.04359 5.60595 6.91487
C 3.19002 4.81609 4.70878
H 1.52761 5.80490 7.49686
H 4.64553 6.38964 6.44591
H 4.65131 4.70603 7.04643
H 3.70104 5.95373 7.89328
H 2.73273 5.50247 3.98976
H 2.73845 3.82688 4.58742
H 4.26619 4.75480 4.52640
```

Results
Highest occupied orbital energy = -9.77 eV
E = -2236.3687 Ha
Charge = +1

Mulliken population analysis, charges in e, atoms 1 to 6: -0.41, 0.50, -0.50, -0.32, -0.39, -0.16

no.,largest force on an atom (eV/Å)
1,0.7
2,1.0
3,1.6
4,0.9
5,8.8